The following is a quantum chemistry calculation of a cluster of 3 separate species, C35H62N6O6S in total at a distorted geometry, from the OMol25 dataset.

```
110
Properties=species:S:1:pos:R:3:lowdin_charge:R:1
C 4.389 1.085 0.003 -0.1275
C 5.564 1.920 -0.746 -0.2234
C 5.299 2.154 -2.318 -0.2062
N 4.740 3.495 -2.675 0.0228
C 3.265 3.584 -2.541 -0.3212
O 2.479 2.428 -2.145 -0.0004
C 2.054 1.649 -3.244 -0.2171
N 1.701 1.027 -4.229 0.1872
C 3.114 4.527 -1.198 -0.2562
O 3.855 4.572 -0.183 0.0637
N 1.882 5.354 -1.425 0.0925
C 1.383 5.277 -2.851 -0.2456
C 0.601 6.528 -3.478 -0.1237
C 0.693 7.897 -2.643 -0.2048
O 0.181 7.831 -1.297 -0.1892
C -1.054 7.074 -1.226 -0.1781
C -2.015 7.497 0.001 -0.1387
O -3.424 7.125 -0.237 -0.1412
C -3.413 5.798 -0.783 -0.2291
C -3.765 5.546 -2.304 0.0091
C -3.664 4.067 -2.793 -0.0049
C -3.222 2.855 -1.865 -0.1174
C -3.130 1.421 -2.576 -0.4474
C -2.012 1.520 -3.730 -0.0745
C -4.560 1.222 -3.359 -0.0770
C -2.993 0.167 -1.582 -0.1210
C -1.495 -0.271 -1.197 -0.5077
C -0.500 0.931 -0.800 -0.0715
C -1.634 -1.196 0.151 -0.0939
C -0.768 -1.228 -2.289 -0.0778
C -2.920 3.175 -0.373 -0.0065
C -2.997 4.638 0.204 0.0218
C 2.669 4.658 -3.586 -0.2130
N 2.660 4.363 -5.047 0.0800
C 1.488 4.035 -5.496 -0.6408
S -0.010 3.969 -6.233 0.6660
H 4.768 0.444 0.870 0.0704
H 3.911 0.345 -0.757 0.0729
H 3.524 1.786 0.316 0.0699
H 6.504 1.239 -0.680 0.1045
H 5.860 2.883 -0.179 0.1096
H 6.342 2.094 -2.828 0.1298
H 4.710 1.254 -2.710 0.1110
H 5.034 3.653 -3.664 0.1243
H 2.246 6.269 -1.110 0.1290
H 0.672 4.358 -2.769 0.1477
H -0.474 6.187 -3.723 0.1101
H 1.090 6.739 -4.512 0.1284
H 1.800 8.245 -2.700 0.1391
H 0.107 8.694 -3.256 0.1375
H -0.743 5.956 -1.187 0.1343
H -1.659 7.318 -2.188 0.1314
H -1.644 7.148 1.028 0.1298
H -2.026 8.658 0.050 0.1430
H -4.070 6.410 -2.999 0.1062
H -3.885 3.845 -3.903 0.0880
H -1.072 2.115 -3.444 0.0614
H -1.713 0.508 -4.193 0.0919
H -2.499 2.116 -4.602 0.0702
H -4.643 1.871 -4.297 0.0701
H -5.407 1.421 -2.591 0.1046
H -4.587 0.117 -3.667 0.0821
H -3.514 0.463 -0.585 0.1222
H -3.560 -0.754 -1.981 0.1214
H -0.690 1.922 -1.335 0.0601
H 0.595 0.597 -0.912 0.0834
H -0.649 1.119 0.338 0.0844
H -2.049 -0.562 1.009 0.0770
H -0.644 -1.724 0.375 0.0663
H -2.446 -1.982 -0.123 0.0932
H -0.154 -0.525 -2.982 0.0491
H 0.011 -1.883 -1.754 0.0830
H -1.491 -1.807 -2.959 0.0849
H -2.589 2.350 0.343 0.0808
H -2.744 4.887 1.303 0.1098
H 3.441 5.525 -3.485 0.1770
C 2.905 -5.657 3.593 -0.1093
O 2.136 -6.153 2.510 -0.1927
C 0.729 -5.970 2.652 -0.2141
C 0.224 -4.583 2.201 -0.4282
C 0.492 -3.479 3.219 -0.0695
N 0.801 -4.191 0.908 0.0382
H 2.397 -5.787 4.553 0.0891
H 3.150 -4.605 3.431 0.0723
H 3.845 -6.213 3.622 0.0860
H 0.270 -6.721 2.001 0.1153
H 0.405 -6.206 3.671 0.0900
H -0.863 -4.654 2.082 0.1345
H 1.544 -3.187 3.256 0.0645
H -0.079 -2.581 2.965 0.0669
H 0.189 -3.791 4.223 0.0776
H 0.547 -4.890 0.213 0.0751
H 1.815 -4.288 0.988 0.0719
C -0.427 -9.593 7.844 -0.1069
O -0.422 -10.260 6.592 -0.1925
C -1.620 -10.105 5.835 -0.2013
C -1.675 -8.812 4.995 -0.4236
C -2.006 -7.569 5.816 -0.0707
N -0.418 -8.584 4.270 0.0458
H -1.415 -9.605 8.313 0.0904
H -0.074 -8.566 7.726 0.0727
H 0.275 -10.109 8.503 0.0876
H -1.639 -10.955 5.144 0.1207
H -2.503 -10.208 6.477 0.1175
H -2.476 -8.934 4.258 0.1353
H -1.171 -7.240 6.437 0.0633
H -2.259 -6.735 5.155 0.0745
H -2.867 -7.748 6.466 0.0791
H -0.244 -9.381 3.661 0.0835
H 0.339 -8.636 4.955 0.0798
```

- Net charge: 0
- Gap between HOMO and LUMO: 7.82 eV
- SMILES: CCCN[C@@]1(OC#N)C(=O)N[C@@H](CCOCCOc2ccc(C(C)(C)CC(C)(C)C)cc2)[C@@H]1N=C=S.COC[C@@H](C)N.COC[C@@H](C)N
- HOMO energy: -8.2571 eV

The following is a quantum chemistry calculation of a structure of composition C35H64ClNO10SSi2 at a distorted geometry, from the OMol25 dataset.

```
114
Properties=species:S:1:pos:R:3:lowdin_charge:R:1
C 3.312 -3.328 4.992 -0.1501
C 2.899 -2.756 3.557 -0.3176
C 2.815 -3.970 2.556 -0.7167
Cl 1.680 -5.262 3.171 0.5701
Si 2.393 -3.455 0.750 0.3997
N 0.674 -3.225 0.473 -0.0230
C 0.052 -4.288 0.093 -0.4395
C 0.257 -4.981 -1.288 -0.0583
C -1.024 -4.883 1.086 -0.0693
O 3.376 -2.152 0.255 -0.3286
Si 2.511 -0.728 -0.108 0.2119
S 1.203 -0.145 1.532 0.5062
C 1.573 -0.850 -1.783 -0.2052
C 0.483 0.307 -1.813 -0.2847
O 0.323 0.892 -3.108 -0.1427
C -1.015 1.352 -3.350 -0.1787
C -1.194 2.908 -3.230 -0.1534
O -1.178 3.421 -1.877 -0.1049
C -2.134 2.808 -1.066 -0.2679
C -3.579 2.892 -1.242 0.0039
C -4.494 2.166 -0.354 -0.0219
C -4.018 1.313 0.762 -0.1425
C -5.041 0.499 1.676 -0.4371
C -4.200 -0.592 2.427 -0.0704
C -5.554 1.564 2.744 -0.0408
C -6.165 -0.032 0.702 -0.1306
C -6.835 -1.415 1.052 -0.5342
C -7.393 -1.539 2.532 -0.0597
C -5.958 -2.681 0.619 -0.0614
C -8.135 -1.506 0.115 -0.0940
C -2.562 1.285 0.945 -0.0084
C -1.641 2.012 0.056 -0.0039
C 3.747 0.724 -0.306 -0.1905
C 5.167 0.087 -0.886 -0.2647
C 6.250 1.208 -1.334 -0.0003
O 6.343 0.329 -0.054 -0.2117
H 4.172 -4.043 4.930 0.0749
H 3.570 -2.481 5.689 0.0728
H 2.447 -3.858 5.483 0.0535
H 1.900 -2.257 3.710 0.0905
H 3.703 -2.026 3.276 0.1085
H 3.848 -4.427 2.509 0.0815
H 2.796 -4.620 -0.073 0.0208
H 1.222 -4.689 -1.783 0.0671
H -0.556 -4.581 -1.966 0.0970
H 0.156 -6.093 -1.240 0.0851
H -0.834 -5.955 1.335 0.0747
H -1.069 -4.243 2.003 0.0703
H -2.021 -4.740 0.566 0.0832
H 1.339 1.227 1.539 -0.1482
H 1.102 -1.878 -1.772 0.0597
H 2.257 -0.773 -2.666 0.0938
H -0.449 -0.117 -1.362 0.1196
H 0.881 1.122 -1.134 0.0803
H -1.794 0.767 -2.777 0.1325
H -1.223 1.106 -4.436 0.1339
H -0.307 3.368 -3.755 0.1325
H -2.097 3.239 -3.820 0.1322
H -3.986 3.517 -2.073 0.1127
H -5.594 2.268 -0.542 0.1075
H -3.437 -0.045 3.056 0.0798
H -4.775 -1.232 3.140 0.0747
H -3.607 -1.259 1.745 0.0922
H -6.348 1.103 3.384 0.0678
H -5.934 2.505 2.271 0.0892
H -4.689 1.784 3.435 0.0920
H -6.999 0.736 0.723 0.1261
H -5.852 -0.085 -0.379 0.1177
H -6.708 -2.184 3.151 0.0755
H -7.629 -0.558 3.010 0.0727
H -8.363 -2.112 2.478 0.0795
H -5.412 -2.359 -0.317 0.0879
H -5.181 -2.909 1.394 0.0623
H -6.611 -3.556 0.368 0.0783
H -8.899 -0.796 0.538 0.0834
H -8.601 -2.530 0.205 0.0812
H -7.911 -1.253 -0.954 0.0846
H -2.075 0.700 1.755 0.0824
H -0.545 1.966 0.221 0.0674
H 4.049 1.138 0.689 0.0843
H 3.422 1.488 -1.053 0.0854
H 5.107 -0.873 -1.518 0.1417
H 6.038 2.254 -1.007 0.1041
H 7.204 0.892 -1.810 0.1038
C -3.264 9.599 -5.882 -0.0677
C -3.223 8.154 -6.341 -0.2158
O -1.971 7.541 -6.008 0.0328
C -1.833 7.169 -4.730 -0.5998
O -2.659 7.293 -3.862 0.1225
O -0.608 6.653 -4.578 0.0047
C -0.291 6.298 -3.230 -0.0408
H -2.405 10.149 -6.272 0.0818
H -4.180 10.084 -6.224 0.0797
H -3.223 9.670 -4.795 0.0746
H -3.309 8.115 -7.427 0.1214
H -4.055 7.578 -5.930 0.1232
H -1.049 5.641 -2.805 0.0743
H -0.179 7.198 -2.624 0.1025
H 0.659 5.765 -3.237 0.0971
C 7.710 -1.315 1.631 -0.0656
C 7.711 -2.746 1.135 -0.2006
O 8.962 -3.395 1.414 0.0361
C 9.130 -3.805 2.674 -0.6018
O 8.334 -3.691 3.572 0.1171
O 10.352 -4.349 2.775 0.0010
C 10.699 -4.748 4.100 -0.0480
H 8.566 -0.769 1.231 0.0879
H 6.795 -0.807 1.329 0.0488
H 7.785 -1.273 2.720 0.0789
H 7.593 -2.754 0.051 0.1230
H 6.881 -3.319 1.555 0.1184
H 9.939 -5.402 4.529 0.0950
H 10.845 -3.868 4.727 0.0984
H 11.638 -5.297 4.045 0.0919
```

- Net charge: 0
- Gap between HOMO and LUMO: 8.90 eV
- HOMO energy: -8.5470 eV

The following is a quantum chemistry calculation of a cluster of 4 separate species, C35H66O10S4 in total at a distorted geometry, from the OMol25 dataset.

```
115
Properties=species:S:1:pos:R:3:lowdin_charge:R:1
C -0.572 -2.284 -0.211 0.1133
C -0.615 -1.513 0.688 -0.0715
C -0.509 -0.331 1.560 -0.1960
O -1.103 0.794 0.942 -0.1305
C -0.239 1.852 0.610 -0.2950
C -1.087 3.120 0.661 -0.1299
C -1.305 3.682 2.081 -0.2549
C -1.573 2.662 3.186 -0.5387
S -3.245 1.961 3.000 0.7291
C 0.411 1.650 -0.803 -0.2525
C 1.902 1.217 -0.630 -0.1141
C 2.366 0.075 -1.530 -0.1844
C 3.604 -0.651 -0.941 -0.1863
C 3.509 -2.189 -0.967 -0.1912
C 4.018 -2.863 0.325 -0.1973
C 2.901 -3.365 1.262 -0.1989
C 2.815 -2.553 2.562 -0.2162
C 1.547 -2.858 3.364 -0.1961
C 1.155 -1.752 4.365 -0.2194
C 1.471 -2.082 5.835 -0.2535
C 2.800 -1.447 6.286 -0.1054
O -0.352 0.699 -1.507 -0.1239
C -0.419 0.907 -2.911 -0.1831
C -1.716 0.295 -3.432 -0.1328
C -2.931 0.634 -2.551 -0.0753
C -3.382 -0.526 -1.706 -0.5099
O -3.387 -1.680 -2.060 0.0853
O -3.823 -0.155 -0.485 0.0967
H -0.585 -2.932 -1.061 0.0579
H 0.547 -0.165 1.788 0.1192
H -1.050 -0.522 2.492 0.1126
H 0.555 1.978 1.356 0.1428
H -0.568 3.896 0.092 0.1139
H -2.032 2.954 0.139 0.1208
H -0.431 4.269 2.360 0.0684
H -2.167 4.348 2.038 0.1060
H -1.547 3.198 4.133 0.0719
H -0.816 1.882 3.225 0.0602
H -3.442 1.582 4.268 -0.1555
H 0.405 2.604 -1.332 0.1333
H 2.518 2.104 -0.797 0.1197
H 2.088 0.920 0.404 0.0891
H 2.635 0.449 -2.519 0.1111
H 1.581 -0.669 -1.640 0.0900
H 4.487 -0.320 -1.490 0.1069
H 3.765 -0.342 0.093 0.0896
H 4.068 -2.553 -1.830 0.1034
H 2.473 -2.497 -1.121 0.0861
H 4.677 -3.686 0.047 0.0995
H 4.628 -2.137 0.867 0.0985
H 3.110 -4.404 1.521 0.1105
H 1.938 -3.306 0.754 0.0809
H 3.697 -2.793 3.160 0.1124
H 2.864 -1.494 2.287 0.0990
H 0.725 -3.067 2.679 0.0920
H 1.734 -3.779 3.920 0.1093
H 0.082 -1.564 4.298 0.0909
H 1.651 -0.820 4.085 0.0988
H 0.681 -1.640 6.444 0.0975
H 1.465 -3.156 6.008 0.0984
H 3.145 -1.904 7.212 0.0652
H 3.550 -1.591 5.508 0.0621
H 2.645 -0.381 6.442 0.0695
H 0.403 0.356 -3.375 0.1151
H -0.370 1.968 -3.168 0.1307
H -1.595 -0.788 -3.394 0.1083
H -1.883 0.575 -4.468 0.0930
H -2.730 1.475 -1.893 0.1131
H -3.775 0.907 -3.189 0.1295
H -3.547 -0.836 0.147 0.1135
O 0.308 2.407 -8.628 -0.3150
S -0.740 1.686 -7.955 0.6612
O -0.916 1.793 -6.529 -0.3310
C -2.292 2.027 -8.779 -0.2305
C -2.383 0.960 -9.865 -0.2211
C -1.930 -0.350 -9.205 -0.2134
C -0.644 -0.048 -8.424 -0.2175
H -2.277 3.045 -9.162 0.1077
H -3.086 1.915 -8.042 0.1073
H -3.394 0.884 -10.263 0.1149
H -1.714 1.211 -10.690 0.1194
H -2.704 -0.700 -8.520 0.1167
H -1.764 -1.136 -9.940 0.1134
H -0.554 -0.647 -7.522 0.1011
H 0.244 -0.170 -9.040 0.1042
O -5.326 -6.374 2.368 -0.3234
S -3.988 -5.998 1.987 0.6595
O -2.877 -6.209 2.879 -0.3284
C -3.623 -6.725 0.391 -0.2328
C -4.101 -5.682 -0.616 -0.2144
C -3.642 -4.325 -0.066 -0.2183
C -4.004 -4.290 1.424 -0.2147
H -4.132 -7.683 0.311 0.1054
H -2.544 -6.866 0.337 0.1058
H -3.696 -5.874 -1.608 0.1146
H -5.190 -5.706 -0.686 0.1192
H -2.563 -4.230 -0.180 0.0908
H -4.097 -3.497 -0.601 0.0925
H -3.285 -3.725 2.013 0.0970
H -5.007 -3.901 1.589 0.1044
O 1.728 3.976 5.065 -0.3159
S 1.660 5.168 4.259 0.6547
O 0.396 5.721 3.851 -0.3250
C 2.619 6.453 5.051 -0.2286
C 4.026 6.267 4.492 -0.2189
C 3.850 6.004 2.989 -0.2110
C 2.737 4.959 2.833 -0.2196
H 2.553 6.335 6.130 0.1091
H 2.194 7.410 4.751 0.1080
H 4.647 7.141 4.680 0.1150
H 4.504 5.407 4.966 0.1196
H 3.561 6.929 2.488 0.1173
H 4.775 5.658 2.529 0.1139
H 2.151 5.105 1.928 0.0990
H 3.126 3.943 2.863 0.1044
```

- Net charge: 0
- Gap between HOMO and LUMO: 8.98 eV
- SMILES: C#CCO[C@H](CCCS)[C@@H](CCCCCCCCCCC)OCCCC(=O)O.O=S1(=O)CCCC1.O=S1(=O)CCCC1.O=S1(=O)CCCC1
- HOMO energy: -8.6027 eV

The following is a quantum chemistry calculation of a structure of composition C35H67BrCl2N5O16P2S at a distorted geometry, from the OMol25 dataset.

```
129
Properties=species:S:1:pos:R:3:lowdin_charge:R:1
C -1.297 1.674 6.590 -0.0588
C -1.777 1.627 5.138 -0.2962
O -1.312 0.427 4.557 -0.1918
C -1.687 0.317 3.202 -0.1897
C -0.846 -0.732 2.471 -0.4332
C -0.721 -1.894 3.509 -0.0038
C -1.582 -1.422 1.301 -0.0991
C -2.239 -0.637 0.167 -0.1238
C -3.360 0.288 0.529 -0.5211
O -4.304 0.010 1.211 0.1160
O -3.259 1.564 0.011 0.0263
O 0.538 -0.460 2.201 -0.2167
C 1.069 0.759 1.852 -0.9693
S 0.007 1.786 0.766 0.8638
Br 1.288 1.958 3.434 0.8250
C 2.467 0.446 1.125 -0.5566
O 2.912 1.442 0.265 -0.1744
C 3.561 2.685 0.561 -0.3768
C 4.075 3.128 -0.830 -0.1045
O 5.509 2.918 -1.026 -0.0631
C 5.793 2.480 -2.268 -0.5438
C 5.423 3.413 -3.393 0.0210
O 6.296 1.415 -2.457 0.1185
C 2.634 3.915 0.934 -0.7265
O 1.794 4.243 0.078 -0.0515
O 2.923 4.518 1.989 -0.0791
P 5.094 2.661 1.726 0.9320
O 4.504 2.446 3.244 -0.3231
O 5.529 4.228 1.722 -0.2670
C 3.519 -0.225 2.020 -0.6895
Cl 3.127 -0.696 3.643 0.6937
C 4.748 -0.535 1.577 -0.7665
C 5.330 -0.306 0.216 -0.1535
Cl 5.873 -1.334 2.629 0.6617
P 2.140 -1.000 -0.096 1.0363
C 2.251 -2.668 0.621 -0.2785
C 0.853 -0.753 -1.363 -0.2902
H -2.136 1.583 7.276 0.0630
H -0.718 2.572 6.791 0.0690
H -0.631 0.826 6.743 0.0778
H -2.871 1.686 5.081 0.1180
H -1.368 2.485 4.598 0.0846
H -2.711 -0.077 3.183 0.1337
H -1.721 1.297 2.719 0.0901
H -0.478 -2.807 2.963 0.0831
H 0.086 -1.688 4.202 0.0863
H -1.670 -2.066 4.010 0.0935
H -0.859 -2.102 0.849 0.1131
H -2.341 -2.062 1.748 0.1271
H -1.548 -0.104 -0.470 0.0362
H -2.701 -1.376 -0.501 0.1425
H -2.659 2.092 0.559 0.0723
H 0.827 2.045 -0.260 -0.0740
H 3.854 4.177 -1.001 0.1282
H 3.504 2.560 -1.565 0.1442
H 6.132 3.328 -4.208 0.0814
H 5.346 4.426 -3.007 0.0878
H 4.427 3.128 -3.734 0.0945
H 4.537 3.299 3.697 0.0530
H 4.775 4.811 1.522 0.0439
H 5.125 0.676 -0.187 0.0296
H 6.410 -0.415 0.267 0.0627
H 4.958 -1.041 -0.495 0.0624
H 1.626 -2.842 1.501 0.0290
H 3.276 -2.928 0.855 0.0271
H 1.921 -3.379 -0.136 0.0351
H 1.207 -1.147 -2.313 0.0360
H 0.578 0.274 -1.546 -0.0143
H -0.059 -1.315 -1.136 0.0195
C -7.345 -1.205 -2.148 -0.3571
O -6.287 -1.499 -2.677 0.0004
N -7.576 -0.070 -1.471 -0.1826
C -8.857 0.228 -0.867 -0.0644
C -6.495 0.896 -1.335 -0.0158
H -8.226 -1.869 -2.190 0.1288
H -9.264 1.150 -1.287 0.0845
H -8.734 0.359 0.209 0.0870
H -9.557 -0.587 -1.048 0.0795
H -6.166 1.216 -2.325 0.0843
H -5.659 0.438 -0.816 0.0677
H -6.834 1.759 -0.768 0.0947
C 3.127 -6.148 0.298 -0.3414
O 3.023 -5.354 1.207 0.0185
N 2.622 -7.401 0.314 -0.2023
C 2.773 -8.308 -0.803 -0.0661
C 1.906 -7.839 1.499 -0.0440
H 3.652 -5.904 -0.643 0.1389
H 1.794 -8.602 -1.189 0.0869
H 3.314 -9.205 -0.494 0.0864
H 3.331 -7.821 -1.601 0.0811
H 1.049 -7.191 1.682 0.0924
H 2.558 -7.790 2.372 0.0920
H 1.565 -8.862 1.357 0.0822
C 10.950 0.189 -5.066 -0.3693
O 12.147 -0.042 -5.100 -0.0062
N 10.100 -0.294 -4.148 -0.1975
C 8.679 0.016 -4.161 -0.0503
C 10.622 -1.159 -3.105 -0.0431
H 10.456 0.834 -5.813 0.1288
H 8.389 0.512 -3.237 0.0711
H 8.100 -0.903 -4.263 0.0926
H 8.447 0.672 -4.998 0.0819
H 11.382 -0.633 -2.526 0.0915
H 11.084 -2.043 -3.545 0.0888
H 9.810 -1.459 -2.447 0.0867
C -9.575 3.075 1.738 -0.3549
O -9.199 3.353 0.617 0.0079
N -10.841 2.740 2.057 -0.2001
C -11.234 2.416 3.413 -0.0610
C -11.836 2.705 0.999 -0.0403
H -8.893 3.073 2.605 0.1363
H -11.627 1.398 3.461 0.0882
H -12.004 3.107 3.760 0.0879
H -10.374 2.490 4.075 0.0830
H -11.545 1.986 0.232 0.0836
H -11.920 3.685 0.529 0.0933
H -12.798 2.419 1.417 0.0846
C -1.178 0.877 -3.334 -0.3472
O -0.042 0.808 -3.769 0.0080
N -2.301 0.680 -4.048 -0.1829
C -3.617 0.781 -3.441 -0.0533
C -2.184 0.357 -5.457 -0.0440
H -1.385 1.113 -2.275 0.1215
H -4.154 -0.165 -3.529 0.0816
H -4.198 1.564 -3.934 0.0905
H -3.519 1.031 -2.386 0.0642
H -1.611 -0.562 -5.587 0.0903
H -1.661 1.157 -5.984 0.0898
H -3.176 0.230 -5.882 0.0835
```

- Net charge: -1
- Gap between HOMO and LUMO: 5.96 eV
- HOMO energy: -4.4105 eV

Which value of HOMO energy does entry 1 give? -8.2571 eV

Among the records above, which one has the lowest net charge? C35H67BrCl2N5O16P2S